{"formula": "C3H5N3O", "method": "ωB97M-V/def2-TZVPD", "species": ["N", "C", "N", "O", "C", "C", "N", "H", "H", "H", "H", "H"], "coordinates": [[1.110497, 1.128901, 1.129255], [0.019660, 0.247162, 0.907775], [-0.812459, -0.135565, 1.929619], [-1.728975, -0.912155, 1.618910], [-0.301001, -0.226412, -0.341706], [-0.989604, -0.889457, -1.239194], [0.255334, -0.164105, -1.721460], [0.775118, 1.991458, 1.550185], [1.764843, 0.722039, 1.794174], [-1.403098, -1.848282, -1.495264], [1.163124, -0.605863, -1.872449], [0.146562, 0.692278, -2.259844]], "forces_ev_per_angstrom": [[0.023, 0.079, 0.281], [-0.149, -0.104, 0.013], [0.055, -0.026, -0.221], [0.098, 0.075, 0.102], [-0.269, -0.188, -0.079], [0.029, -0.068, 0.303], [0.362, 0.244, -0.197], [0.120, -0.064, -0.103], [-0.086, 0.092, -0.181], [0.112, 0.173, -0.186], [-0.238, -0.057, 0.134], [-0.056, -0.155, 0.134]], "mulliken_charge": [-0.5784, -0.2944, -0.2124, -0.4373, 0.7227, -0.3715, -0.2019, 0.2848, 0.2890, 0.2574, 0.2693, 0.2727], "total_charge": 0, "orbital_gap_ev": 8.031, "lumo_energy_ev": 0.298, "e_above_lowest_kj_mol": 640.50, "multiplicity": 1, "smiles": "N/C(=N/[O-])C1=C[NH2+]1"}

=====

{"formula": "C3H5N3O", "method": "ωB97M-V/def2-TZVPD", "species": ["C", "C", "C", "N", "N", "N", "O", "H", "H", "H", "H", "H"], "coordinates": [[0.423981, -0.849191, -0.061995], [1.764120, -0.323398, 0.002892], [-2.480895, 0.427284, 0.018743], [0.254766, 1.335683, -0.040717], [2.855443, -0.957672, 0.051453], [-0.341049, 0.216258, -0.082971], [1.597892, 1.052538, 0.005975], [0.091558, -1.860972, -0.075322], [-2.482440, 1.453497, 0.331317], [-2.666508, -0.335210, 0.748174], [-2.697220, 0.216089, -1.009411], [3.680350, -0.374905, 0.111863]], "forces_ev_per_angstrom": [[0.672, -0.100, 0.033], [-0.187, -0.611, -0.019], [3.858, -0.418, -0.304], [-0.963, 1.257, 0.005], [0.392, -0.249, 0.030], [-3.681, 0.715, 0.275], [0.207, -0.550, -0.035], [-0.123, -0.221, -0.019], [0.053, 0.252, 0.110], [-0.093, -0.197, 0.215], [-0.102, -0.078, -0.266], [-0.033, 0.198, -0.024]], "mulliken_charge": [-0.4191, 0.4002, -0.3057, -0.4497, -0.7369, 0.2226, -0.1998, 0.4314, 0.2635, 0.2715, 0.2765, 0.2454], "total_charge": 0, "orbital_gap_ev": 5.699, "lumo_energy_ev": -1.611, "e_above_lowest_kj_mol": 603.04, "multiplicity": 1}

=====

{"formula": "C3H5N3O", "method": "ωB97M-V/def2-TZVPD", "species": ["O", "C", "C", "N", "N", "C", "N", "H", "H", "H", "H", "H"], "coordinates": [[1.101925, -2.127690, 0.881970], [0.772925, -0.825459, 1.097219], [-0.324627, -0.271589, 0.305341], [-0.263012, -0.595875, -0.976127], [-0.382112, 0.614149, -1.539732], [-0.666409, 1.547673, -0.603406], [-0.687367, 1.010751, 0.586495], [0.910141, -2.323384, -0.048956], [1.612487, 0.329990, 0.197041], [0.749021, -0.653523, 2.182363], [-0.285735, 0.710996, -2.536038], [-0.836002, 2.586898, -0.834996]], "forces_ev_per_angstrom": [[0.281, 0.251, -0.423], [0.838, 0.944, -0.432], [0.120, 0.014, -0.109], [-0.028, 0.238, 0.047], [-0.578, 0.232, -0.417], [-0.253, 0.177, -0.238], [0.025, 0.103, -0.385], [0.063, -0.032, 0.079], [-0.505, -2.492, 2.619], [0.381, 0.507, -0.613], [-0.253, 0.089, -0.025], [-0.092, -0.031, -0.103]], "mulliken_charge": [-0.4602, -0.1664, 0.3304, -0.6311, 0.1023, -0.0905, -0.4886, 0.3565, 0.1681, 0.2850, 0.1932, 0.4013], "total_charge": 0, "orbital_gap_ev": 9.288, "lumo_energy_ev": 0.494, "e_above_lowest_kj_mol": 433.65, "multiplicity": 1}

=====

{"formula": "C3H5N3O", "method": "ωB97M-V/def2-TZVPD", "species": ["N", "C", "N", "C", "O", "C", "N", "H", "H", "H", "H", "H"], "coordinates": [[-1.897312, -0.659728, 0.954478], [-0.694022, -0.267458, 0.371866], [0.413312, -0.977867, 0.347234], [1.323647, -0.173917, -0.293977], [2.588400, -0.566587, -0.579212], [0.792873, 1.027421, -0.639667], [-0.532308, 0.947748, -0.211303], [-2.165546, -1.607530, 0.720645], [-2.657317, -0.016511, 0.781519], [2.851978, -1.245750, 0.052625], [1.207212, 1.885225, -1.139463], [-1.230917, 1.654949, -0.364747]], "forces_ev_per_angstrom": [[0.028, 0.011, -0.131], [0.011, 0.129, -0.090], [-0.095, 0.205, -0.108], [-0.099, 0.262, -0.134], [0.044, -0.149, 0.205], [0.118, -0.097, -0.043], [-0.048, -0.099, 0.086], [0.151, 0.098, 0.104], [0.064, -0.101, -0.002], [-0.128, -0.043, -0.047], [-0.053, -0.057, 0.064], [0.008, -0.158, 0.096]], "mulliken_charge": [-0.4773, 0.2460, -0.6639, 0.5748, -0.5216, -0.5408, -0.0287, 0.2502, 0.2307, 0.3573, 0.4020, 0.1713], "total_charge": 0, "orbital_gap_ev": 8.406, "lumo_energy_ev": 0.743, "e_above_lowest_kj_mol": 58.45, "multiplicity": 1, "smiles": "Nc1nc(O)c[nH]1"}

=====

{"formula": "C3H5N3O", "method": "ωB97M-V/def2-TZVPD", "species": ["H", "N", "C", "N", "O", "C", "C", "N", "H", "H", "H", "H"], "coordinates": [[0.652615, -0.314820, -2.548985], [0.649818, 0.480770, -1.915394], [0.031532, 0.338859, -0.738316], [-0.640786, 1.475757, -0.558162], [-0.837215, 1.691721, 0.806625], [-0.470008, 0.516320, 1.385914], [0.037959, -0.389269, 0.504024], [0.513952, -1.691931, 0.689361], [-0.040234, 1.779254, -1.627290], [-0.625314, 0.470773, 2.456804], [1.303090, -1.887398, 0.081765], [0.774950, -1.884789, 1.648955]], "forces_ev_per_angstrom": [[0.029, 0.106, 0.129], [-0.054, -0.202, -0.114], [-0.059, 0.206, 0.110], [0.125, -0.226, -0.033], [-0.004, -0.075, 0.019], [0.095, -0.186, -0.146], [-0.148, 0.328, 0.067], [0.166, 0.044, 0.069], [-0.018, 0.004, 0.113], [0.059, -0.015, -0.166], [-0.129, 0.016, 0.086], [-0.062, -0.001, -0.134]], "mulliken_charge": [0.1888, -0.6629, 0.1034, -0.1653, -0.2730, -0.4962, 0.4801, -0.5689, 0.4792, 0.4050, 0.2617, 0.2480], "total_charge": 0, "orbital_gap_ev": 9.167, "lumo_energy_ev": 0.774, "e_above_lowest_kj_mol": 478.33, "multiplicity": 1, "smiles": "[H]/N=c1/[nH]occ1N"}

=====

{"formula": "C3H5N3O2S", "method": "ωB97M-V/def2-TZVPD", "species": ["C", "C", "C", "N", "N", "N", "O", "O", "S", "H", "H", "H", "H", "H"], "coordinates": [[1.276155, -0.338082, 0.025749], [1.653976, -0.681093, 1.196570], [-0.902302, -0.049777, 0.528767], [0.024165, 0.221020, -0.359817], [2.035830, -0.977739, 2.295667], [-2.112317, 0.440284, 0.393843], [-1.527977, 0.480297, -2.484577], [0.853533, 0.571494, -3.049515], [-0.218232, 1.144922, -2.280577], [1.969617, -0.608416, -0.760773], [-0.498758, -0.592695, 1.497159], [2.786498, -0.426127, 2.757407], [-2.408790, 0.646215, -0.629767], [-2.931398, 0.169697, 0.869865]], "forces_ev_per_angstrom": [[-0.037, 0.229, -2.916], [0.603, 0.950, 0.821], [2.357, -0.211, 0.809], [0.236, -1.249, 2.060], [1.388, -0.960, 1.950], [-2.046, 1.032, -3.244], [1.134, 0.951, 0.211], [0.250, -0.108, 0.305], [-1.857, -0.628, -0.689], [-0.211, -0.052, -0.303], [-1.716, 0.945, -1.777], [-1.027, -0.056, -0.409], [1.192, -0.141, 1.919], [-0.265, -0.702, 1.263]], "mulliken_charge": [-0.3009, 0.3548, 0.0568, -0.2687, -0.5442, -0.3634, -0.6053, -0.4700, 0.7429, 0.3220, 0.2294, 0.2769, 0.2927, 0.2771], "total_charge": 0, "orbital_gap_ev": 9.053, "lumo_energy_ev": 0.531, "e_above_lowest_kj_mol": 123.28, "multiplicity": 1}

=====

{"formula": "C3H5N3OS", "method": "ωB97M-V/def2-TZVPD", "species": ["N", "N", "C", "C", "S", "C", "O", "N", "H", "H", "H", "H", "H"], "coordinates": [[-2.490248, -0.128062, -0.068918], [-1.055606, -0.081238, -0.406515], [-0.331327, 1.134267, -0.396459], [0.940105, 0.677497, -0.321540], [2.128483, 1.982791, -0.355174], [0.825714, -0.609282, 0.156602], [1.894928, -1.269867, 0.567643], [-0.348686, -1.115158, 0.085080], [-2.534806, -0.188335, 1.085354], [-2.780223, -1.307526, -0.177207], [-0.811445, 2.075249, -0.740558], [3.018268, 1.086094, -0.081546], [1.544843, -2.256430, 0.653238]], "forces_ev_per_angstrom": [[-0.159, -4.276, 2.920], [-3.541, 1.025, 1.194], [-2.636, -2.306, -2.061], [-0.438, 4.220, 0.873], [-0.015, -0.456, -0.132], [2.320, -0.672, -0.235], [-0.273, -4.261, 0.576], [-0.580, 0.232, -0.211], [0.375, 0.624, -3.425], [1.300, 4.401, -0.214], [0.559, -0.917, 0.479], [1.682, -0.416, 0.292], [1.406, 2.802, -0.057]], "mulliken_charge": [-0.7230, 0.6288, -0.5617, 0.1438, -0.2361, 0.6723, -0.5383, -0.8454, 0.2791, 0.3354, 0.3537, 0.1108, 0.3806], "total_charge": 0, "orbital_gap_ev": 8.960, "lumo_energy_ev": 0.634, "e_above_lowest_kj_mol": 402.35, "multiplicity": 1, "smiles": "Nn1cc(S)c(O)n1"}

=====

{"formula": "C3H5N3OS", "method": "ωB97M-V/def2-TZVPD", "species": ["C", "C", "C", "H", "H", "H", "H", "H", "N", "N", "N", "O", "S"], "coordinates": [[-1.164614, -0.838908, -0.451746], [0.174945, -0.405023, -0.494348], [1.875933, 0.505171, 0.123638], [-1.805513, 0.018839, 1.017967], [-3.036428, 0.006508, -0.115946], [-1.171635, -1.180928, -1.470368], [-1.167817, -1.799394, 0.140041], [1.770501, 2.365056, 1.793666], [-2.042278, 0.222722, 0.010238], [0.959146, -0.510597, -1.470048], [2.159852, 0.106511, -1.103714], [0.671080, 0.215592, 0.604881], [2.776829, 1.294452, 1.415737]], "forces_ev_per_angstrom": [[-1.045, -2.595, -0.776], [-0.142, 0.574, 1.276], [2.232, 1.058, 0.324], [-1.323, 1.481, -0.791], [0.550, -0.150, 0.059], [-1.526, -0.059, -0.780], [-0.414, 0.753, -0.196], [1.780, -2.262, -1.004], [0.399, -1.015, 1.843], [1.212, 0.008, -1.188], [-0.825, 0.726, 2.638], [-0.298, -0.715, -1.732], [-0.600, 2.196, 0.327]], "mulliken_charge": [-0.3583, 0.5560, 0.4540, 0.2890, 0.2424, 0.3925, 0.1978, 0.1774, -0.6645, -0.2989, -0.4355, -0.2493, -0.3026], "total_charge": 0, "orbital_gap_ev": 9.881, "lumo_energy_ev": 0.320, "e_above_lowest_kj_mol": 289.70, "multiplicity": 1}

=====

- multiplicity of number 7 (C3H5N3OS)?
  1